(1)
ORCA calculation (the ωB97M-V functional and the def2-TZVPD basis) on C3H8N2S in the gas phase at a distorted geometry.

Each line ends with the Mulliken charge.
Atoms and positions in Å:
C  0.429  1.104  1.373  -1.0954
C  0.494  0.864  -0.120  -0.3988
N  -0.090  -0.388  -0.527  0.3709
N  0.537  -1.538  0.016  -0.7588
C  -1.166  -0.503  -1.309  -0.0445
S  -1.929  -1.902  -1.638  -0.3584
H  0.824  2.102  1.639  0.3412
H  -0.605  1.127  1.630  0.3124
H  0.948  0.353  1.988  0.3206
H  1.527  0.862  -0.457  0.2915
H  0.002  1.677  -0.687  0.2651
H  -0.186  -2.044  0.533  0.2691
H  0.733  -2.191  -0.758  0.2774
H  -1.517  0.475  -1.683  0.2077

The structure (SMILES) is CCN(N)C=S. The LUMO energy comes out at 0.9 eV. For the energy above the lowest of the compared OMol25 structures with the same formula, charge and spin, the calculation gives 140.4 kJ/mol. The value obtained for the frontier orbital gap is 9.3 eV.


(2)
ORCA calculation (the ωB97M-V functional and the def2-TZVPD basis) on C3H8N2S in the gas phase at a distorted geometry.

Each line ends with the Mulliken charge.
Atoms and positions in Å:
C  0.069  1.375  1.297  -0.8956
C  -0.885  0.611  0.296  -0.3570
C  -0.305  0.171  -1.075  0.2197
S  -0.070  1.038  -2.398  -0.4042
N  0.190  -1.092  -1.192  -0.1359
N  0.506  -1.857  -0.050  -0.5892
H  0.979  0.759  1.762  0.2406
H  0.521  2.203  0.882  0.3620
H  -0.661  1.811  2.040  0.2648
H  -1.695  1.347  0.075  0.2634
H  -1.321  -0.391  0.651  0.2603
H  0.727  -1.423  -1.958  0.2557
H  0.310  -2.806  -0.215  0.2446
H  1.635  -1.746  -0.116  0.2709

The structure (SMILES) is CCC(=S)NN. The LUMO energy comes out at 0.6 eV. For the energy above the lowest of the compared OMol25 structures with the same formula, charge and spin, the calculation gives 253.8 kJ/mol. The value obtained for the frontier orbital gap is 8.8 eV.


(3)
ORCA calculation (the ωB97M-V functional and the def2-TZVPD basis) on a molecular structure, C3H8N2S2 at a distorted geometry.

Each line ends with the Mulliken charge.
Atoms and positions in Å:
C  1.762  1.040  0.435  -0.3609
C  -0.456  -0.413  0.211  0.4762
C  -1.293  -1.687  0.115  -1.3623
N  1.011  1.143  -0.745  -0.4503
N  0.295  -0.034  -0.964  -0.2387
S  0.607  -0.282  1.731  -0.1784
S  -1.614  1.053  0.594  -0.2173
H  2.657  0.466  0.151  0.2407
H  2.182  1.929  0.987  0.3636
H  -1.956  -1.600  0.915  0.4211
H  -0.644  -2.556  0.343  0.3242
H  -1.672  -1.796  -0.874  0.3977
H  0.263  1.835  -0.639  0.2649
H  0.656  -0.685  -1.595  0.2068
H  -1.797  1.586  -0.665  0.1128

The LUMO energy comes out at 0.7 eV. For the energy above the lowest of the compared OMol25 structures with the same formula, charge and spin, the calculation gives 256.3 kJ/mol. The value obtained for the frontier orbital gap is 9.1 eV.


(4)
ORCA calculation (the ωB97M-V functional and the def2-TZVPD basis) on C3H8N2S2 in the gas phase at a distorted geometry.

Each line ends with the Mulliken charge.
Atoms and positions in Å:
N  1.434  0.637  1.247  -0.3195
C  1.229  -0.152  0.187  -0.0630
S  2.171  -1.478  -0.140  -0.3191
C  0.010  0.202  -0.737  0.3989
N  -0.597  1.510  -0.395  -0.7408
C  -1.084  -0.837  -0.886  -0.8164
S  -1.909  -1.208  0.721  -0.2282
H  0.790  1.360  1.602  0.1907
H  2.262  0.460  1.792  0.2239
H  0.443  0.362  -1.749  0.3307
H  0.051  2.258  -0.379  0.2624
H  -1.027  1.414  0.495  0.2291
H  -1.907  -0.530  -1.557  0.3504
H  -0.671  -1.791  -1.299  0.3795
H  -1.196  -2.209  1.097  0.1215

The structure (SMILES) is NC(=S)[C@H](N)CS. The LUMO energy comes out at 0.6 eV. For the energy above the lowest of the compared OMol25 structures with the same formula, charge and spin, the calculation gives 27.2 kJ/mol. The value obtained for the frontier orbital gap is 9.0 eV.


(5)
ORCA calculation (the ωB97M-V functional and the def2-TZVPD basis) on a molecular structure, C3H8N3 at a distorted geometry.

Each line ends with the Mulliken charge.
Atoms and positions in Å:
C  -0.192  0.165  0.274  0.3493
C  -2.398  -0.526  -0.586  -0.2977
C  -2.555  0.326  0.543  -0.3518
N  -1.395  -0.326  0.336  -0.2221
N  0.918  0.468  0.113  -0.4147
N  3.272  -0.008  -0.099  -0.6402
H  -2.713  -1.536  -0.400  0.2353
H  -2.459  -0.205  -1.637  0.3026
H  -2.538  1.442  0.384  0.2938
H  -3.033  -0.007  1.446  0.2324
H  2.176  0.153  0.195  0.4723
H  3.299  -0.658  -0.796  0.3141
H  3.572  0.998  -0.317  0.3860
H  4.048  -0.285  0.543  0.3407

As for the total charge: +1. The LUMO energy comes out at -3.1 eV. For the energy above the lowest of the compared OMol25 structures with the same formula, charge and spin, the calculation gives 330.6 kJ/mol. The value obtained for the frontier orbital gap is 11.2 eV.


(6)
ORCA calculation (the ωB97M-V functional and the def2-TZVPD basis) on a gas-phase ion, C3H8N3 (charge +1) at a distorted geometry.

Each line ends with the Mulliken charge.
Atoms and positions in Å:
H  -3.015  0.772  0.107  0.2284
N  -2.445  -0.076  0.073  -0.5492
C  -1.076  0.034  -0.270  0.1993
C  -0.170  -1.174  -0.136  -0.4175
C  1.260  -0.587  -0.093  -0.4273
N  0.975  0.829  0.142  -0.0989
N  -0.328  1.153  -0.381  -0.2732
H  -0.458  -1.695  0.899  0.2486
H  -0.324  -1.921  -0.910  0.3470
H  1.682  -1.216  0.828  0.2485
H  1.869  -0.795  -1.054  0.3385
H  1.048  1.010  1.236  0.4338
H  1.589  1.559  -0.324  0.4010
H  -0.608  2.109  -0.118  0.3211

The structure (SMILES) is [H]/N=C1/CC[NH2+]N1. As for the total charge: +1. The LUMO energy comes out at -4.2 eV. For the energy above the lowest of the compared OMol25 structures with the same formula, charge and spin, the calculation gives 402.0 kJ/mol. The value obtained for the frontier orbital gap is 9.6 eV.


(7)
ORCA calculation (the ωB97M-V functional and the def2-TZVPD basis) on a gas-phase ion, C3H8N3O (charge +1) at a distorted geometry.

Each line ends with the Mulliken charge.
Atoms and positions in Å:
C  1.241  -0.934  -0.722  -0.1722
N  -0.043  -1.114  -0.839  -0.0990
C  -0.831  0.088  -0.850  -0.5903
C  -0.540  0.772  0.523  -0.4313
N  0.855  0.522  0.813  0.6437
N  1.469  0.562  2.041  -0.6357
O  1.717  1.570  1.082  -0.3164
H  1.876  -1.734  -0.371  0.3113
H  1.726  -0.124  -1.254  0.2743
H  -0.470  -1.942  -0.432  0.3135
H  -1.893  -0.122  -0.966  0.3798
H  -0.503  0.731  -1.668  0.3089
H  -0.734  1.842  0.446  0.3623
H  -1.162  0.328  1.304  0.3630
H  0.898  0.930  2.816  0.2881

The structure (SMILES) is C=[NH+]CCn1[nH]o1. As for the total charge: +1. The LUMO energy (spin up / spin down) comes out at -4.1 / -4.1 eV. For the energy above the lowest of the compared OMol25 structures with the same formula, charge and spin, the calculation gives 613.7 kJ/mol. The value obtained for the frontier orbital gap (spin up / spin down) is 10.7 / 10.7 eV.


(8)
ORCA calculation (the ωB97M-V functional and the def2-TZVPD basis) on a gas-phase ion, C3H8N3O (charge +1) at a distorted geometry.

Each line ends with the Mulliken charge.
Atoms and positions in Å:
O  1.568  -1.451  1.153  -0.5244
C  0.831  -1.307  -0.023  -0.5889
N  0.522  0.169  -0.234  0.0557
C  -0.417  0.830  0.763  -0.3847
C  -1.582  1.277  -0.193  -0.0399
N  -1.356  0.957  -1.382  -0.2498
N  -0.188  0.514  -1.695  -0.2513
H  1.146  -1.331  2.048  0.3682
H  0.010  -1.928  -0.050  0.4639
H  1.312  -1.585  -0.884  0.4771
H  1.422  0.537  -0.086  0.3368
H  0.000  1.858  1.168  0.3019
H  -0.656  -0.008  1.469  0.3081
H  -2.384  1.688  0.355  0.4257
H  -0.228  -0.219  -2.409  0.3015

The structure (SMILES) is OC[N@@H+]1CC=NN1. As for the total charge: +1. The LUMO energy comes out at -3.6 eV. For the energy above the lowest of the compared OMol25 structures with the same formula, charge and spin, the calculation gives 448.4 kJ/mol. The value obtained for the frontier orbital gap is 10.9 eV.


(9)
ORCA calculation (the ωB97M-V functional and the def2-TZVPD basis) on a gas-phase ion, C3H8N3O (charge +1) at a distorted geometry.

Each line ends with the Mulliken charge.
Atoms and positions in Å:
C  -0.292  -0.878  -0.122  0.2029
C  -1.694  -1.064  -0.042  -0.3200
C  1.486  0.659  -0.124  -0.1865
N  0.224  0.296  -0.206  -0.3763
N  2.426  -0.375  0.156  -0.4243
N  -2.299  1.108  0.130  -0.2632
O  -2.629  -0.192  0.055  -0.1038
H  0.402  -1.706  -0.042  0.4492
H  -2.104  -2.063  0.009  0.4014
H  1.304  1.390  0.650  0.3381
H  1.845  1.185  -1.054  0.3218
H  2.193  -1.271  0.664  0.1494
H  -2.965  1.840  -0.068  0.2717
H  -1.230  1.254  -0.024  0.3851
H  3.332  -0.183  0.019  0.1544

As for the total charge: +1. The LUMO energy comes out at -6.3 eV. For the energy above the lowest of the compared OMol25 structures with the same formula, charge and spin, the calculation gives 548.3 kJ/mol. The value obtained for the frontier orbital gap is 7.1 eV.


(10)
ORCA calculation (the ωB97M-V functional and the def2-TZVPD basis) on 2 unconnected molecules or ions with the total composition C3H8N3O at a distorted geometry.

Each line ends with the Mulliken charge.
Atoms and positions in Å:
C  0.607  0.029  -1.899  0.6696
C  -1.561  -0.227  2.451  -0.4656
C  0.057  -0.185  2.476  -0.4769
N  0.738  0.061  -3.343  -0.2796
N  1.221  0.792  -1.133  -0.3031
N  -0.745  -0.338  1.331  -0.3382
O  -0.453  -0.605  -1.568  -0.3379
H  -1.841  -0.911  3.223  0.3378
H  -2.035  0.724  2.650  0.2686
H  0.813  0.575  2.370  0.2786
H  0.483  -1.084  2.844  0.2561
H  1.227  0.832  -3.716  0.2660
H  -0.002  -0.507  -3.748  0.2921
H  2.031  1.355  -1.317  0.2860
H  -0.539  -0.510  -0.620  0.5466

As for the total charge: +1. The LUMO energy (spin up / spin down) comes out at -4.1 / -8.9 eV. For the energy above the lowest of the compared OMol25 structures with the same formula, charge and spin, the calculation gives 645.2 kJ/mol. The value obtained for the frontier orbital gap (spin up / spin down) is 9.2 / 3.9 eV.